Entry 1:
13
Properties=species:S:1:pos:R:3 method="wB97M-V/def2-TZVPD" total_energy_ev=-27959.7745 smiles="C=C(C)OC(=S)S" homo_ev=-8.84 multiplicity=1 homo_lumo_gap_ev=8.148 charge=0 de_lowest_kcal_mol=80.8
C 0.260 0.760 -0.980
C 0.120 0.526 0.341
C 2.006 -0.444 1.756
C -1.012 -0.399 0.959
O 0.944 0.901 1.337
S 2.415 -0.650 3.264
S 2.465 -1.380 0.241
H 1.089 1.349 -1.312
H -0.473 0.471 -1.649
H -1.353 0.244 1.831
H -1.910 -0.789 0.497
H -0.404 -1.286 1.458
H 2.719 -2.516 0.744

=====

Entry 2:
144
Properties=species:S:1:pos:R:3 method="wB97M-V/def2-TZVPD" total_energy_ev=-72290.0069 smiles=COCCNCCOC.COCCNCCOC.COCCNCCOC.COCCNCCOC.COCCNCCOC.COCCNCCOC homo_ev=-8.43 multiplicity=1 homo_lumo_gap_ev=8.830 charge=0 de_lowest_kcal_mol=340.0
C 4.411 4.775 1.444
O 4.792 5.682 2.464
C 4.237 6.975 2.313
C 2.797 6.989 2.816
N 2.793 6.643 4.233
C 1.482 6.580 4.862
C 1.166 5.286 5.631
O 1.697 4.046 5.193
C 1.163 3.585 3.970
H 4.824 3.821 1.761
H 4.893 5.035 0.495
H 3.333 4.747 1.279
H 4.127 7.276 1.261
H 4.868 7.746 2.746
H 2.221 6.212 2.293
H 2.310 7.952 2.661
H 3.453 5.925 4.484
H 0.817 6.485 3.984
H 1.212 7.491 5.391
H 0.123 5.136 5.914
H 1.748 5.452 6.547
H 1.755 2.721 3.663
H 1.255 4.381 3.223
H 0.138 3.232 4.155
C -7.581 -3.932 -1.655
O -6.846 -5.132 -1.691
C -5.885 -5.214 -0.658
C -4.876 -4.101 -0.474
N -5.220 -3.284 0.719
C -4.846 -1.854 0.532
C -3.349 -1.555 0.766
O -3.196 -1.590 2.171
C -1.849 -1.488 2.559
H -6.896 -3.088 -1.755
H -8.181 -3.781 -0.748
H -8.342 -3.920 -2.434
H -5.447 -6.218 -0.645
H -6.432 -5.363 0.287
H -4.911 -3.456 -1.360
H -3.868 -4.523 -0.526
H -4.464 -3.507 1.371
H -5.318 -1.331 1.370
H -5.317 -1.405 -0.343
H -2.923 -0.645 0.334
H -2.849 -2.415 0.302
H -1.131 -2.160 2.085
H -1.730 -1.725 3.622
H -1.487 -0.453 2.571
C -0.674 1.950 -0.658
O 0.580 1.332 -0.424
C 1.578 2.043 -1.131
C 2.756 1.187 -1.516
N 3.384 0.581 -0.342
C 4.534 -0.246 -0.755
C 4.973 -1.101 0.433
O 3.866 -1.869 0.885
C 4.151 -3.083 1.546
H -1.458 1.430 -0.104
H -0.910 1.946 -1.723
H -0.747 2.960 -0.234
H 1.994 2.832 -0.491
H 1.339 2.606 -2.041
H 3.536 1.853 -1.892
H 2.495 0.389 -2.226
H 2.808 0.060 0.300
H 5.349 0.387 -1.099
H 4.113 -0.931 -1.500
H 5.294 -0.478 1.276
H 5.828 -1.740 0.189
H 4.627 -2.885 2.516
H 4.784 -3.779 0.985
H 3.137 -3.462 1.688
C -7.694 5.027 7.280
O -6.761 4.912 6.233
C -6.732 3.570 5.729
C -5.548 3.444 4.826
N -5.528 2.111 4.182
C -4.216 1.862 3.540
C -3.918 2.640 2.248
O -4.979 2.420 1.360
C -4.636 2.462 0.009
H -7.299 4.498 8.151
H -8.712 4.693 7.048
H -7.853 6.070 7.558
H -7.721 3.499 5.251
H -6.704 2.794 6.500
H -4.703 3.448 5.525
H -5.372 4.287 4.155
H -6.077 2.223 3.326
H -4.209 0.774 3.394
H -3.399 1.895 4.270
H -2.913 2.345 1.934
H -3.877 3.694 2.542
H -5.405 2.151 -0.690
H -3.674 1.948 -0.148
H -4.310 3.479 -0.279
C 2.750 -2.977 -3.284
O 3.121 -3.952 -4.218
C 4.317 -4.575 -3.863
C 5.603 -3.697 -3.945
N 5.746 -2.949 -5.195
C 5.598 -3.763 -6.412
C 6.792 -4.664 -6.663
O 6.635 -5.930 -6.024
C 7.720 -6.277 -5.189
H 2.655 -3.452 -2.299
H 1.812 -2.426 -3.402
H 3.450 -2.137 -3.180
H 4.436 -5.459 -4.490
H 4.431 -5.018 -2.860
H 6.470 -4.339 -3.769
H 5.559 -3.046 -3.067
H 4.944 -2.329 -5.111
H 5.624 -3.014 -7.208
H 4.647 -4.296 -6.458
H 7.703 -4.145 -6.356
H 6.891 -4.798 -7.743
H 8.574 -6.489 -5.841
H 7.490 -7.255 -4.758
H 8.001 -5.660 -4.333
C 0.804 -1.965 0.205
O -0.389 -2.095 -0.493
C -0.427 -3.256 -1.325
C -1.431 -3.262 -2.524
N -2.345 -2.107 -2.464
C -1.795 -0.810 -2.963
C -1.511 -0.884 -4.427
O -1.120 0.373 -4.972
C 0.245 0.665 -4.760
H 0.899 -1.023 0.737
H 1.704 -1.968 -0.440
H 1.058 -2.883 0.762
H -0.799 -4.032 -0.640
H 0.516 -3.710 -1.641
H -2.082 -4.133 -2.470
H -0.905 -3.248 -3.476
H -2.402 -1.963 -1.465
H -0.864 -0.702 -2.391
H -2.543 -0.066 -2.697
H -2.381 -1.303 -4.937
H -0.677 -1.570 -4.611
H 0.419 0.985 -3.727
H 0.423 1.540 -5.388
H 0.860 -0.200 -5.028